{"formula": "C38H35ClN6O3", "method": "ωB97M-V/def2-TZVPD", "gap_ev": 8.475, "smiles": "O=C1C=CC(=O)C(CC(=O)Cl)=C1.c1ccncc1.c1ccncc1.c1ccncc1.c1ccncc1.c1ccncc1.c1ccncc1", "spin_multiplicity": 1, "elements": ["O", "C", "C", "C", "C", "O", "C", "C", "C", "O", "Cl", "C", "H", "H", "H", "H", "H", "C", "C", "C", "N", "C", "C", "H", "H", "H", "H", "H", "C", "C", "C", "N", "C", "C", "H", "H", "H", "H", "H", "C", "C", "C", "N", "C", "C", "H", "H", "H", "H", "H", "C", "C", "C", "N", "C", "C", "H", "H", "H", "H", "H", "C", "C", "C", "N", "C", "C", "H", "H", "H", "H", "H", "C", "C", "C", "N", "C", "C", "H", "H", "H", "H", "H"], "xyz": [[-2.94, 4.37, 6.45], [-2.27, 3.83, 5.64], [-2.84, 3.16, 4.37], [-2.14, 3.24, 3.26], [-0.84, 4.04, 3.35], [-0.47, 4.78, 2.50], [-0.05, 3.80, 4.64], [1.47, 3.66, 4.68], [2.05, 3.00, 3.44], [1.45, 2.39, 2.66], [3.85, 3.12, 3.21], [-0.75, 3.72, 5.76], [-3.79, 2.62, 4.41], [-2.44, 2.78, 2.32], [1.71, 2.99, 5.53], [1.98, 4.61, 4.92], [-0.25, 3.55, 6.71], [2.59, 2.28, -1.30], [3.40, 2.23, -2.43], [4.76, 2.11, -2.25], [5.36, 2.04, -1.06], [4.57, 2.09, 0.02], [3.19, 2.21, -0.05], [1.52, 2.37, -1.39], [2.97, 2.29, -3.42], [5.43, 2.07, -3.11], [5.08, 2.03, 0.97], [2.59, 2.24, 0.85], [-5.11, -0.31, 5.85], [-4.19, -1.33, 5.94], [-3.21, -1.26, 6.92], [-3.11, -0.25, 7.79], [-4.02, 0.73, 7.69], [-5.03, 0.75, 6.75], [-5.89, -0.33, 5.10], [-4.22, -2.17, 5.26], [-2.46, -2.03, 7.03], [-3.91, 1.53, 8.40], [-5.74, 1.57, 6.72], [8.93, 5.10, 2.53], [8.86, 4.52, 1.28], [7.76, 3.72, 0.99], [6.77, 3.48, 1.85], [6.86, 4.05, 3.05], [7.91, 4.87, 3.44], [9.77, 5.73, 2.80], [9.63, 4.68, 0.54], [7.65, 3.24, 0.02], [6.04, 3.84, 3.73], [7.93, 5.31, 4.43], [2.18, -1.75, -5.74], [2.36, -1.16, -4.51], [1.26, -0.62, -3.86], [0.03, -0.63, -4.37], [-0.13, -1.21, -5.56], [0.90, -1.78, -6.29], [3.01, -2.19, -6.28], [3.34, -1.11, -4.05], [1.36, -0.14, -2.89], [-1.15, -1.21, -5.95], [0.72, -2.24, -7.25], [-1.38, -5.21, -3.73], [-1.87, -6.43, -4.17], [-2.18, -6.56, -5.52], [-2.04, -5.58, -6.41], [-1.57, -4.41, -5.97], [-1.23, -4.17, -4.64], [-1.13, -5.06, -2.69], [-2.01, -7.26, -3.49], [-2.56, -7.50, -5.91], [-1.47, -3.64, -6.72], [-0.85, -3.21, -4.34], [-6.21, -4.06, -3.91], [-5.27, -5.03, -4.23], [-5.72, -6.21, -4.80], [-7.00, -6.47, -5.06], [-7.89, -5.53, -4.75], [-7.55, -4.31, -4.17], [-5.90, -3.13, -3.46], [-4.22, -4.87, -4.03], [-5.02, -7.00, -5.07], [-8.92, -5.77, -4.97], [-8.31, -3.58, -3.94]], "mulliken_charge": [-0.50, 0.11, -0.18, -0.50, 0.38, -0.51, 0.58, -0.76, 0.50, -0.45, -0.17, -0.48, 0.38, 0.41, 0.39, 0.37, 0.40, -0.49, -0.40, -0.39, -0.43, -0.32, -0.09, 0.46, 0.48, 0.38, 0.52, 0.30, -0.20, -0.34, -0.23, -0.59, -0.22, -0.39, 0.40, 0.37, 0.37, 0.42, 0.40, -0.12, -0.68, -0.11, -0.15, 0.04, -0.83, 0.38, 0.37, 0.40, 0.37, 0.36, -0.41, -0.36, -0.29, -0.58, -0.49, -0.07, 0.39, 0.41, 0.51, 0.47, 0.42, -0.56, -0.17, -0.60, -0.58, -0.12, 0.09, 0.39, 0.37, 0.49, 0.36, 0.32, -0.60, 0.25, -0.14, -0.54, -0.33, -0.25, 0.38, 0.18, 0.35, 0.35, 0.37]}